# 1
Here is a structure of composition C60H65N5O2PS3SbV at a distorted geometry from the OMol25 dataset. Energies are from ωB97M-V/def2-TZVPD.

Structure (ORCA input):
```
! RIJCOSX wB97M-V def2-TZVPD def2/J DEFGRID3
* xyz 2 2
V -0.28 0.50 0.20
O -1.82 0.52 1.76
C -1.60 1.58 1.22
C -2.39 2.81 1.16
C -2.98 3.48 2.23
C -3.79 4.56 1.93
C -4.02 4.94 0.61
C -3.43 4.26 -0.44
C -2.59 3.18 -0.16
P -1.58 2.22 -1.33
C -0.39 3.57 -1.77
C 0.41 4.05 -0.74
C 1.29 5.09 -0.95
C 1.39 5.68 -2.20
C 0.59 5.22 -3.23
C -0.29 4.17 -3.02
C -2.48 1.96 -2.92
C -1.59 1.20 -3.85
C -1.67 -0.09 -4.19
C -2.63 -1.12 -3.78
C -3.62 -1.07 -2.90
C -4.14 0.11 -2.11
H -2.79 3.17 3.25
H -4.26 5.12 2.73
H -4.66 5.78 0.40
H -3.60 4.58 -1.46
H 0.36 3.63 0.27
H 1.89 5.45 -0.12
H 2.08 6.50 -2.37
H 0.64 5.67 -4.21
H -0.89 3.84 -3.85
H -0.77 1.76 -4.28
H -0.92 -0.43 -4.89
H -2.48 -2.07 -4.27
H -4.19 -1.98 -2.78
H -5.23 -0.04 -2.09
C -4.74 0.86 0.07
N -3.69 0.18 -0.70
C -3.92 1.43 -2.82
C -3.48 -1.13 -0.07
C -2.23 -1.89 -0.46
C -2.39 -3.23 -0.79
C -1.31 -4.05 -1.05
C -0.03 -3.53 -0.96
C 0.14 -2.20 -0.63
C -0.95 -1.35 -0.38
H -5.66 0.27 0.07
H -4.96 1.84 -0.33
H -4.41 0.98 1.10
H -4.27 1.33 -3.85
H -2.56 2.99 -3.28
H -4.54 2.21 -2.37
H -4.35 -1.78 -0.23
H -3.43 -0.95 1.00
H -3.40 -3.63 -0.85
H -1.47 -5.09 -1.30
H 0.84 -4.16 -1.13
H 1.15 -1.82 -0.54
C 0.41 -0.28 3.90
C 1.19 -0.56 2.68
O 0.86 -0.07 1.59
C 2.32 -1.50 2.69
C 3.34 -1.35 1.74
C 4.42 -2.21 1.78
C 4.47 -3.23 2.73
C 3.45 -3.38 3.66
C 2.39 -2.50 3.66
H -0.13 0.66 3.81
H 1.03 -0.31 4.79
H -0.31 -1.11 3.94
H 3.28 -0.54 1.03
H 5.23 -2.09 1.08
H 5.31 -3.90 2.75
H 3.50 -4.18 4.39
H 1.59 -2.61 4.38
C -2.83 -2.17 6.16
C -3.50 -1.65 4.89
N -3.99 -2.72 4.03
C -3.23 -3.36 3.13
S -1.62 -2.98 2.84
N -3.83 -4.33 2.40
C -5.20 -4.80 2.54
C -5.40 -5.79 3.67
H -2.49 -1.34 6.78
H -1.98 -2.80 5.90
H -3.53 -2.76 6.75
H -2.80 -1.06 4.30
H -4.35 -1.01 5.13
H -4.89 -3.11 4.27
H -3.19 -4.82 1.80
H -5.46 -5.27 1.58
H -5.86 -3.94 2.63
H -4.78 -6.68 3.52
H -6.44 -6.11 3.73
H -5.12 -5.37 4.64
N 3.35 3.12 3.94
C 2.12 3.64 3.89
N 1.82 4.60 4.78
S 0.97 3.11 2.76
H 4.05 3.43 4.60
H 3.60 2.42 3.27
H 2.49 4.95 5.45
H 0.91 5.02 4.75
S 1.22 0.94 -1.56
Sb 3.23 0.05 -2.22
C 4.70 0.97 -1.08
C 4.36 2.20 -0.51
C 5.30 2.89 0.24
C 6.57 2.36 0.43
C 6.91 1.15 -0.15
C 5.98 0.45 -0.91
C 3.31 -2.00 -2.36
C 4.28 -2.79 -1.76
C 4.28 -4.16 -1.99
C 3.30 -4.73 -2.79
C 2.32 -3.94 -3.38
C 2.32 -2.57 -3.16
C 3.29 0.77 -4.16
C 3.77 -0.03 -5.20
C 3.78 0.46 -6.49
C 3.33 1.75 -6.75
C 2.86 2.55 -5.71
C 2.84 2.06 -4.41
H 3.36 2.61 -0.63
H 5.03 3.85 0.67
H 7.30 2.91 1.01
H 7.91 0.75 -0.02
H 6.29 -0.47 -1.38
H 5.04 -2.37 -1.13
H 5.03 -4.79 -1.53
H 3.31 -5.80 -2.97
H 1.56 -4.39 -4.00
H 1.54 -1.97 -3.61
H 4.12 -1.04 -5.01
H 4.15 -0.15 -7.30
H 3.34 2.13 -7.76
H 2.51 3.55 -5.91
H 2.45 2.69 -3.62
*
```

## Properties
HOMO level (alpha / beta)	-11.7 / -11.7	eV
strongest force on any atom	0.0296	Eh/bohr
ΔE to the lowest compared entry with this formula, charge and spin	188.27	kJ/mol
LUMO level (alpha / beta)	-5.21 / -4.95	eV

Atom charges from the Löwdin analysis, given in e for atoms 1 to 4: 0.55 0.04 -0.38 -0.24


# 2
Here is a cluster of 3 separate species, C30H69ClN7O4P in total at a distorted geometry from the OMol25 dataset. Energies are from ωB97M-V/def2-TZVPD.

Structure (ORCA input):
```
! RIJCOSX wB97M-V def2-TZVPD def2/J DEFGRID3
* xyz 0 1
H -4.64 3.97 1.52
N -3.65 3.88 1.69
C -3.21 2.86 1.10
C -1.79 2.42 1.16
N -1.34 1.52 0.10
N -0.10 0.99 0.50
C -1.31 2.06 -1.24
N -2.67 1.95 -1.70
Cl -1.03 3.88 -1.26
C -0.30 1.33 -2.24
C -0.68 1.85 -3.66
C 0.18 1.19 -4.78
C 1.19 1.68 -2.06
C 1.73 2.99 -2.70
C 2.84 3.65 -1.86
C 3.06 5.08 -2.36
O -0.68 -0.02 -2.37
C -0.25 -1.21 -1.76
C 1.05 -1.42 -1.04
C 1.19 -1.90 0.17
C -1.41 -1.74 -0.86
C -2.74 -1.87 -1.63
C -3.94 -1.41 -0.79
C -5.07 -1.00 -1.76
C -6.46 -0.90 -1.11
C -7.03 0.54 -1.16
C -8.55 0.52 -1.16
C -9.16 1.80 -0.58
C -9.19 2.97 -1.58
P -0.07 -2.47 -3.21
N -1.24 -1.99 -4.41
O -0.58 -3.93 -2.62
H -3.88 2.24 0.50
H -1.11 3.25 1.35
H -1.73 1.82 2.08
H -0.22 0.17 1.08
H 0.49 1.66 0.98
H -2.88 0.99 -1.98
H -2.88 2.63 -2.42
H -0.68 2.93 -3.73
H -1.68 1.53 -3.90
H -0.45 0.75 -5.53
H 0.81 1.96 -5.21
H 0.85 0.44 -4.37
H 1.75 0.86 -2.51
H 1.52 1.67 -1.03
H 2.22 2.73 -3.63
H 1.00 3.75 -2.92
H 3.75 3.10 -2.11
H 2.64 3.59 -0.79
H 4.08 5.41 -2.21
H 2.89 5.09 -3.43
H 2.37 5.76 -1.85
H 1.96 -1.19 -1.56
H 0.42 -1.89 0.91
H 2.14 -2.34 0.42
H -1.62 -1.06 -0.04
H -1.18 -2.71 -0.45
H -2.92 -2.91 -1.92
H -2.75 -1.26 -2.52
H -3.68 -0.50 -0.25
H -4.32 -2.20 -0.15
H -4.81 -0.11 -2.32
H -5.11 -1.81 -2.50
H -7.14 -1.49 -1.73
H -6.50 -1.30 -0.10
H -6.65 1.03 -2.06
H -6.69 1.05 -0.27
H -8.89 -0.31 -0.55
H -8.97 0.39 -2.16
H -8.66 2.06 0.35
H -10.19 1.57 -0.33
H -8.82 3.88 -1.10
H -8.58 2.76 -2.46
H -10.21 3.17 -1.89
H -0.72 -1.94 -5.28
H -1.88 -2.77 -4.55
H -1.37 -4.25 -3.08
C 5.33 0.32 0.24
O 5.36 -1.00 -0.27
C 6.62 -1.64 -0.16
C 6.89 -2.27 1.21
C 7.27 -1.26 2.29
N 5.75 -3.06 1.69
H 6.27 0.85 0.08
H 5.07 0.32 1.30
H 4.53 0.86 -0.29
H 6.60 -2.44 -0.90
H 7.43 -0.95 -0.46
H 7.74 -2.95 1.09
H 6.41 -0.69 2.64
H 7.69 -1.77 3.16
H 8.02 -0.55 1.92
H 5.56 -3.80 1.02
H 4.93 -2.46 1.63
C 1.95 -2.50 6.77
O 2.53 -1.99 5.59
C 3.82 -1.41 5.76
C 4.98 -2.42 5.76
C 5.13 -3.19 7.07
N 4.88 -3.37 4.65
H 2.21 -1.90 7.65
H 2.24 -3.54 6.94
H 0.87 -2.48 6.64
H 3.94 -0.75 4.90
H 3.84 -0.78 6.66
H 5.90 -1.84 5.62
H 4.37 -3.96 7.17
H 6.10 -3.68 7.10
H 5.06 -2.52 7.93
H 4.89 -2.87 3.77
H 3.96 -3.79 4.69
*
```

## Properties
HOMO level	-7.8	eV
strongest force on any atom	0.0559	Eh/bohr
SMILES	[H]/N=C/CN(N)[C@@](N)(Cl)[C@@](CC)(CCCC)O[C@@](C=C)(CCCCCCCCC)P(N)O.COC[C@@H](C)N.COC[C@@H](C)N
LUMO level	0.48	eV

Atom charges from the Löwdin analysis, given in e for atoms 1 to 4: 0.04 0.09 -0.27 -0.22


# 3
Here is a structure of composition C47H79BClF5LiN6NaO18 at a distorted geometry from the OMol25 dataset. Energies are from ωB97M-V/def2-TZVPD.

Structure (ORCA input):
```
! RIJCOSX wB97M-V def2-TZVPD def2/J DEFGRID3
* xyz 0 1
C 0.75 -0.58 5.83
C 1.55 -0.97 4.98
C 2.39 -1.86 4.02
C 1.84 -1.84 2.49
C 0.28 -2.07 2.41
C -0.38 -2.06 0.96
N -1.67 -1.37 1.24
C -0.73 -3.54 0.40
C 0.11 -4.79 0.96
C 0.46 -5.92 -0.16
C 1.59 -6.87 0.52
N 2.93 -6.40 0.07
B -2.26 -4.09 0.56
C -2.99 -4.32 2.01
O -3.13 -4.41 -0.60
C -0.69 -3.17 -1.14
O -0.72 -3.87 -2.14
O -0.54 -1.76 -1.36
C 0.20 -1.17 -0.22
C -0.23 0.38 -0.34
C 0.12 1.28 0.91
O -0.41 1.19 2.03
C 1.17 2.48 0.80
C 0.84 3.68 -0.03
C 1.82 4.81 -0.08
C 3.08 4.71 0.74
C 3.44 3.51 1.56
C 2.45 2.37 1.60
C 1.68 -1.22 -0.75
F 1.62 -0.97 -2.15
F 2.53 -0.19 -0.27
C 2.50 -2.58 -0.63
F 3.81 -2.31 -0.17
F 2.67 -3.19 -1.90
H -0.05 -0.29 6.57
H 2.54 -2.91 4.40
H 3.42 -1.37 3.95
H 2.18 -0.86 2.06
H 2.34 -2.75 2.02
H -0.21 -1.21 2.99
H 0.03 -3.00 3.02
H -2.28 -1.23 0.44
H -2.12 -1.65 2.11
H -0.43 -5.37 1.79
H 1.11 -4.49 1.43
H -0.47 -6.58 -0.34
H 0.92 -5.48 -1.10
H 1.56 -6.71 1.65
H 1.40 -7.96 0.33
H 2.96 -6.15 -0.93
H 3.11 -5.54 0.62
H -4.12 -4.44 1.92
H -2.66 -3.58 2.80
H -2.61 -5.34 2.37
H -4.00 -4.07 -0.31
H 0.25 0.88 -1.24
H -1.36 0.48 -0.52
H -0.15 3.69 -0.59
H 1.58 5.73 -0.68
H 3.80 5.58 0.73
H 4.41 3.48 2.16
H 2.67 1.46 2.24
H 2.08 -3.38 0.04
Na 5.09 -6.96 -0.41
C -0.55 -1.83 -4.70
O -0.57 -1.26 -5.90
H -0.91 -2.89 -4.63
H 0.45 -1.92 -4.20
H -1.15 -1.35 -3.89
Li -1.68 -5.92 -0.92
C 0.61 4.98 3.31
O 0.74 4.12 4.20
O -0.44 5.10 2.56
O 1.48 5.87 3.02
C -5.67 -5.97 -4.29
C -6.34 -5.92 -2.95
O -5.67 -6.93 -2.22
C -4.42 -6.99 -2.75
O -3.49 -7.54 -2.21
O -4.34 -6.36 -3.94
F -7.65 -6.25 -3.05
H -6.10 -6.72 -4.95
H -5.67 -5.01 -4.80
H -6.24 -4.96 -2.43
C -4.06 1.43 1.11
C -5.06 1.96 0.09
N -5.53 3.39 0.37
C -6.17 3.42 1.75
C -6.66 3.76 -0.59
C -6.31 3.82 -2.07
C -4.39 4.43 0.40
C -3.46 4.48 -0.80
O -2.75 3.27 -0.96
C -2.25 3.08 -2.28
H -4.52 1.30 2.10
H -3.72 0.44 0.79
H -3.18 2.06 1.22
H -5.95 1.33 0.10
H -4.65 1.92 -0.91
H -6.94 2.65 1.80
H -6.61 4.41 1.90
H -5.40 3.25 2.50
H -7.05 4.73 -0.27
H -7.45 3.01 -0.44
H -5.88 4.78 -2.34
H -7.23 3.73 -2.66
H -5.64 3.02 -2.40
H -3.81 4.20 1.29
H -4.87 5.40 0.54
H -2.72 5.27 -0.61
H -3.98 4.76 -1.72
H -1.96 4.03 -2.75
H -3.00 2.58 -2.90
H -1.37 2.44 -2.22
O 7.90 -7.29 1.48
Cl 8.08 -6.83 2.85
O 7.18 -5.73 3.10
O 9.44 -6.41 3.03
O 7.78 -7.92 3.75
C -3.25 9.50 -0.36
C -3.33 8.15 -1.04
O -2.05 7.54 -1.07
H -2.55 10.16 -0.88
H -4.23 9.99 -0.33
H -2.89 9.40 0.67
H -3.68 8.27 -2.07
H -4.03 7.49 -0.52
H -1.75 7.44 -0.16
C 2.71 7.02 -4.70
C 2.25 7.53 -3.35
N 2.15 9.00 -3.30
C 1.15 9.71 -2.67
C 1.44 11.02 -2.84
N 2.62 11.09 -3.56
C 3.04 9.85 -3.81
C 3.31 12.30 -3.99
H 3.71 7.38 -4.94
H 2.74 5.93 -4.70
H 2.03 7.35 -5.49
H 2.94 7.22 -2.56
H 1.27 7.11 -3.12
H 0.35 9.18 -2.18
H 0.95 11.94 -2.54
H 3.94 9.59 -4.34
H 3.37 12.31 -5.07
H 4.31 12.30 -3.56
H 2.77 13.18 -3.64
C 7.71 -13.53 3.60
C 7.54 -12.03 3.55
O 7.26 -11.44 2.53
N 7.71 -11.34 4.72
C 8.03 -11.86 6.02
H 7.55 -13.94 2.61
H 8.72 -13.78 3.92
H 6.98 -13.97 4.28
H 7.58 -10.34 4.61
H 7.23 -11.59 6.72
H 8.97 -11.40 6.36
H 8.15 -12.94 6.02
*
```

## Properties
HOMO level	-2.7	eV
strongest force on any atom	0.0726	Eh/bohr
ΔE to the lowest compared entry with this formula, charge and spin	708.18	kJ/mol
LUMO level	-1.35	eV

Atom charges from the Löwdin analysis, given in e for atoms 1 to 4: 0.09 -0.13 -0.18 -0.17


- Among the records above, which one has the highest strongest force on any atom?
  C47H79BClF5LiN6NaO18


- The highest strongest force on any atom belongs to which entry?
  C47H79BClF5LiN6NaO18


- strongest force on any atom of number 3 (C47H79BClF5LiN6NaO18)?
  0.0726 Eh/bohr


- The highest strongest force on any atom belongs to which entry?
  C47H79BClF5LiN6NaO18